<1>
This record from the OMol25 dataset describes an isolated molecule of C3H4N2. The level of theory is wB97M-V/def2-TZVPD.

Element x y z (Å)
C 0.908 -0.516 0.059
N -0.033 -1.380 0.194
C -1.212 -0.584 0.185
N -1.071 0.686 0.101
C 0.355 0.864 -0.114
H 1.956 -0.805 0.078
H -2.182 -1.074 0.195
H 0.455 1.154 -1.173
H 0.825 1.656 0.475

Results
Net charge: 0
LUMO energy (eV): 0.594
HOMO (hartree): -0.3837

***

<2>
This record from the OMol25 dataset describes an isolated molecule of C3H4N2. The level of theory is wB97M-V/def2-TZVPD.

Element x y z (Å)
C 0.323 1.793 -0.083
C -1.007 -0.373 -0.466
C -0.215 -0.470 0.754
N 0.579 0.840 0.669
N -0.784 0.009 -1.604
H 0.802 2.664 -0.158
H -0.746 -0.565 1.620
H 0.515 -1.287 0.600
H 0.076 0.617 -1.829

Results
Net charge: 0
LUMO energy (spin up / spin down) (eV): 0.032 / 0.074
HOMO (spin up / spin down) (hartree): -0.2883 / -0.2934

***

Least stable structure: <2>